Formula: C24H17BiClN6O6S2
Source: the OMol25 dataset
Level of theory: wB97M-V/def2-TZVPD

Last column: Löwdin charge in e.
Element x y z (Å)
Bi  0.12438  -0.35961  -0.63141  2.053
S  -1.14035  -3.51949  6.31674  1.082
N  -2.01317  -3.55701  4.96773  -0.213
C  -1.43446  -2.78683  4.05785  -0.292
C  -1.88185  -2.57339  2.71757  -0.059
C  -3.04567  -3.13946  2.18311  0.053
C  -3.36469  -2.88702  0.86553  0.010
C  -2.50221  -2.10378  0.10257  -0.085
N  -1.42169  -1.54596  0.61154  -0.039
C  -1.09480  -1.74431  1.89388  -0.131
C  0.07642  -1.07544  2.40225  -0.132
N  0.74294  -0.25381  1.57584  -0.026
C  1.79256  0.42016  2.00248  -0.069
C  2.25024  0.32701  3.31562  0.022
C  1.61928  -0.53741  4.18378  0.057
C  0.50723  -1.26135  3.73199  -0.054
C  -0.24624  -2.16496  4.55059  -0.285
N  0.00371  -2.51262  5.80543  -0.213
H  -3.65587  -3.76399  2.81601  0.131
H  -4.25660  -3.28848  0.41286  0.123
H  -2.67798  -1.92927  -0.94549  0.123
H  2.28373  1.05067  1.28145  0.101
H  3.09089  0.92528  3.63131  0.127
H  1.95544  -0.66884  5.20101  0.133
C  1.34818  -4.28562  -1.60058  0.025
C  0.71985  -2.99275  -1.19436  -0.717
O  -0.26959  -2.51953  -1.79149  -0.120
O  1.22434  -2.34319  -0.22148  -0.149
H  0.83129  -4.70475  -2.45659  0.090
H  1.34010  -4.98672  -0.76925  0.095
H  2.38928  -4.07679  -1.84072  0.100
S  -2.97701  5.53604  -0.70541  1.061
C  -2.51359  3.87125  -0.55061  -0.493
C  -1.79603  3.47179  0.58707  -0.060
C  -1.43213  2.15507  0.71786  -0.165
N  -1.71487  1.22317  -0.19616  -0.121
C  -2.40140  1.60011  -1.27856  -0.135
C  -2.82846  2.88709  -1.49573  -0.034
C  -4.02479  5.48554  -2.17379  -0.524
C  -5.39208  5.31865  -2.02429  -0.071
C  -6.15998  5.27922  -3.18346  -0.128
N  -5.64981  5.40331  -4.39348  0.073
C  -4.34790  5.56653  -4.52079  -0.127
C  -3.47625  5.61131  -3.43913  -0.075
H  -1.51723  4.19164  1.33957  0.117
H  -0.88982  1.80725  1.58306  0.107
H  -2.61480  0.83294  -2.01072  0.119
H  -3.37542  3.12355  -2.39491  0.109
H  -5.84609  5.21131  -1.05061  0.110
H  -7.23167  5.13522  -3.13861  0.113
H  -3.97572  5.65631  -5.53003  0.113
H  -2.41469  5.72494  -3.57546  0.113
O  2.52163  0.52724  -1.01606  -0.451
Cl  2.09316  1.88578  -1.32353  0.596
O  1.47770  1.88436  -2.58457  -0.299
O  3.14615  2.78022  -1.19304  -0.235
O  1.06598  2.15558  -0.32651  -0.451

## Properties
multiplicity = 1
HOMO-LUMO gap = 7.4651 eV
HOMO level = -11.7 eV
total charge = +1
lowest unoccupied orbital energy = -0.15467 Ha
ΔE to the lowest compared entry with this formula, charge and spin = 0.285 eV